(1)
Density functional theory data (ωB97M-V/def2-TZVPD) for a structure of composition C7H7LuO6S.

Values from the calculation:
- Orbital gap (alpha / beta): 0.2666 / 0.2218 Eh
- Lowest unoccupied orbital energy (alpha / beta): -0.3504 / -0.3631 hartree
- Net charge: +2

Geometry as XYZ:
```
22
Properties=species:S:1:pos:R:3:forces:R:3:mulliken_charge:R:1
O -0.78664 -4.21023 1.20121 2.545 1.055 -0.453 -0.138
C 0.24337 -3.75085 1.00800 -2.571 -1.002 0.433 0.149
Lu 1.24197 0.72208 -0.98389 0.265 -0.088 0.018 1.558
O -0.15242 -0.39850 2.10461 0.380 0.057 -1.922 -0.176
C -0.08552 -0.19000 0.94528 -0.810 0.788 2.595 -0.040
C -0.60092 -0.88561 -1.36117 0.226 -1.677 -0.468 -0.130
O -0.14885 -0.06895 -2.27956 0.114 0.714 0.174 -0.588
C -1.24188 -0.43271 -0.12890 -3.998 0.443 0.480 0.857
O -2.41285 -0.21520 0.10982 3.099 -0.360 -0.288 -0.349
C 2.35590 -0.89548 0.47050 3.616 -3.166 2.257 0.160
O 2.99458 -1.61922 1.09631 -2.709 2.746 -2.230 -0.061
H -0.60554 -1.96747 -1.49508 -0.084 0.035 -0.374 0.388
C 1.08315 5.08334 -0.90909 0.084 0.096 0.282 -0.914
S -0.25047 3.89173 -0.77297 0.745 -0.139 -0.565 0.514
C -0.59232 3.72658 -2.53271 -0.081 -0.165 0.001 -0.919
O 0.57090 2.56546 -0.49252 -0.166 0.404 -0.230 -0.519
H 0.63835 6.07192 -1.03970 -0.037 -0.046 -0.138 0.411
H 1.73201 4.81185 -1.75117 -0.210 0.116 0.250 0.343
H 1.63523 5.09308 0.03504 -0.139 -0.087 -0.089 0.366
H -1.19691 4.59589 -2.82741 0.165 -0.263 -0.041 0.404
H 0.36348 3.68360 -3.07835 -0.365 0.177 0.182 0.338
H -1.14903 2.79293 -2.69285 -0.069 0.364 0.127 0.346
```
Positions in Å, forces in eV/Å.


(2)
Density functional theory data (ωB97M-V/def2-TZVPD) for the molecule C7H7N.

Values from the calculation:
- Orbital gap: 0.3223 Eh
- Lowest unoccupied orbital energy: 0.0252 hartree
- Net charge: 0
- SMILES string: C1=C[C@@H]2[C@@H]3C=C[C@@H]1N23

Geometry as XYZ:
```
15
Properties=species:S:1:pos:R:3:forces:R:3:mulliken_charge:R:1
C 0.14490 -1.43486 -1.22194 0.048 -0.216 -0.046 -0.613
C -1.15147 -1.37981 -0.85964 0.822 0.529 -0.181 -0.454
C -1.26636 -0.48076 0.35958 -0.439 0.031 0.385 -0.089
C -0.43498 0.86472 1.01730 0.694 -0.042 -0.034 -0.264
C 0.87015 1.66702 0.66120 -0.295 -0.242 -0.163 -0.366
C 1.71211 0.86549 -0.04528 -0.577 0.504 0.573 -0.656
C 0.69342 -0.25043 -0.39516 0.936 -0.667 -0.305 0.302
N 0.04073 -0.51309 0.92804 0.008 0.794 0.011 -0.450
H 0.59139 -2.07734 -1.98685 -0.134 0.477 0.321 0.348
H -1.96349 -1.93100 -1.27930 -0.365 -0.271 -0.050 0.445
H -2.07811 -0.69645 1.04066 -0.236 -0.083 0.084 0.367
H -0.93379 1.16578 1.94293 0.130 -0.095 -0.145 0.347
H 1.00524 2.67947 1.07101 0.201 -0.695 -0.241 0.393
H 2.74810 1.06837 -0.34693 -0.710 -0.190 0.062 0.342
H 0.02219 0.45287 -0.88562 -0.083 0.167 -0.272 0.349
```
Positions in Å, forces in eV/Å.


(3)
Density functional theory data (ωB97M-V/def2-TZVPD) for a structure of composition C7H7N3O3S.

Values from the calculation:
- Orbital gap: 0.3181 Eh
- Lowest unoccupied orbital energy: -0.0133 hartree
- Net charge: 0

Geometry as XYZ:
```
21
Properties=species:S:1:pos:R:3:forces:R:3:mulliken_charge:R:1
C -3.07638 -0.81559 0.53733 2.157 2.776 0.053 -0.585
C -2.14027 -1.49276 -0.21671 0.246 1.915 0.469 -0.687
C -2.74034 0.50025 0.97773 0.991 -0.511 -0.115 -0.439
C -0.86420 -0.91226 -0.37700 -1.896 -0.920 0.910 -0.009
C -1.46496 1.03159 0.82292 0.921 -0.640 0.082 -0.448
C -0.45611 0.24304 0.26029 -0.048 0.319 -0.900 0.173
C 2.03541 -0.95399 0.15096 -0.966 3.145 0.196 0.506
N 2.77075 -0.15848 -1.99663 -2.795 0.275 0.476 -0.407
N 0.94213 0.53936 0.13354 -0.796 -4.380 -0.996 -0.051
N 1.56682 1.63059 0.40059 1.028 1.369 -0.009 0.885
O 0.99393 2.67315 0.63087 -0.818 0.342 0.377 -0.684
O 2.78839 1.53320 0.30816 1.075 0.347 0.181 -0.695
O 2.90172 -0.94053 -0.79096 1.208 -0.934 -0.572 -0.127
S 1.86395 -1.78061 1.47549 0.059 -0.578 -0.014 -0.194
H -4.01036 -1.19368 0.71383 -2.241 -0.896 0.379 0.483
H -2.46321 -2.36317 -0.73937 0.332 -0.701 -0.210 0.395
H -3.32317 1.21538 1.51921 -1.224 -0.359 0.144 0.337
H -0.25832 -1.52995 -0.93514 1.925 -0.791 -1.178 0.509
H -1.17335 2.00829 1.16243 -0.344 0.219 0.243 0.451
H 3.62862 0.06116 -2.46445 1.399 -0.825 0.753 0.298
H 2.47893 0.70501 -1.57307 -0.215 0.829 -0.271 0.290
```
Positions in Å, forces in eV/Å.


(4)
Density functional theory data (ωB97M-V/def2-TZVPD) for the molecule C7H7N3O3S2.

Values from the calculation:
- Orbital gap: 0.2601 Eh
- Lowest unoccupied orbital energy: -0.0702 hartree
- Net charge: 0

Geometry as XYZ:
```
22
Properties=species:S:1:pos:R:3:forces:R:3:mulliken_charge:R:1
C -0.05803 -0.53344 -3.01333 0.707 0.281 -0.624 -0.086
C -0.07227 -0.63039 -1.63147 -0.934 -0.506 0.283 0.699
C -0.39850 -1.77540 -1.08854 1.289 1.949 5.503 -0.111
C 0.14364 0.63884 -0.91548 0.936 1.868 1.807 0.754
C 0.19497 1.68083 1.38729 0.150 -2.303 -1.283 0.566
C 0.51463 4.06350 1.66202 2.955 0.478 0.310 -0.892
C -0.15242 -4.33236 0.12783 -0.481 0.135 -3.101 -1.069
N 0.13840 -0.40117 -4.12300 -0.051 0.063 -1.866 -0.446
N 0.08880 0.56089 0.49804 -0.258 0.498 -3.473 -0.072
N 0.35784 2.86401 0.84327 0.362 1.570 1.804 -0.077
O 0.45223 1.67407 -1.49708 -0.636 -1.142 0.132 -0.699
O 0.16908 1.29308 2.52262 0.017 1.051 2.269 -0.656
O -2.12663 -3.52506 -1.33033 -1.064 -0.376 -0.513 -0.569
S -0.34639 -0.86415 1.26774 -0.272 -2.179 -2.173 -0.074
S -0.66597 -3.42899 -1.39897 -0.543 -1.436 0.139 0.456
H 1.63155 4.47133 1.68765 -2.006 -0.883 -0.754 0.246
H -0.09492 4.81191 1.16078 -0.177 0.297 0.915 0.312
H 0.44174 3.86396 2.74778 -1.129 0.078 -0.762 0.334
H 0.84958 -4.17301 0.29024 2.476 -0.448 0.282 0.431
H -0.59727 -5.30607 0.02130 0.654 -0.715 -0.675 0.393
H -0.67419 -3.97217 0.90044 -2.088 2.119 2.889 0.326
H 0.20411 3.01980 -0.11879 0.095 -0.401 -1.111 0.236
```
Positions in Å, forces in eV/Å.


(5)
Density functional theory data (ωB97M-V/def2-TZVPD) for a structure of composition C7H7N5O4Sm.

Values from the calculation:
- Orbital gap (alpha / beta): 0.1208 / 0.2021 Eh
- Lowest unoccupied orbital energy (alpha / beta): -0.5466 / -0.4831 hartree
- Net charge: +3
- Multiplicity: 6

Geometry as XYZ:
```
24
Properties=species:S:1:pos:R:3:forces:R:3:lowdin_spin:R:1
Sm 0.83065 0.45617 0.42739 -0.070 2.606 -1.921 5.139
C 2.97119 -0.74893 0.30567 5.773 -2.635 0.714 -0.007
O 4.01741 -1.22491 0.30960 -4.254 1.849 -0.152 0.002
C 2.57917 1.17774 -1.61850 2.848 0.975 -2.960 -0.005
O 3.37692 1.36172 -2.41768 -2.726 -0.578 2.690 0.000
C 2.13941 3.08448 0.59011 0.309 3.172 0.211 -0.005
O 2.39148 4.19397 0.57885 -0.568 -3.244 0.017 0.000
C 1.25310 -1.14963 -1.68708 0.127 -2.472 -2.977 -0.006
O 1.46101 -1.84213 -2.56827 -0.609 2.108 2.668 0.001
C -3.04209 1.96586 -1.97887 1.157 0.118 0.103 -0.042
H -3.30729 0.91380 -1.96659 -0.556 0.232 0.198 0.000
H -3.23970 2.64987 -1.15486 -0.582 -0.360 -0.137 -0.001
C -2.26246 2.40486 -2.98371 0.691 -0.361 0.908 -0.045
H -1.85981 3.42600 -2.91922 -0.300 -0.484 -0.654 -0.001
H -1.91835 1.66185 -3.70954 -0.205 0.757 -0.263 -0.001
N 0.37197 -2.25049 3.72517 -0.130 1.358 -0.023 0.005
N -0.56327 -1.83532 2.75948 1.421 -2.346 -3.373 0.005
N -1.40199 -2.75020 2.16129 0.722 2.317 0.692 -0.004
C -1.53871 -2.26615 0.92836 -0.334 0.176 -0.849 0.001
N -0.75712 -1.18357 0.65929 -0.536 -1.698 1.942 -0.017
N -0.07091 -1.00972 1.78267 -1.144 -0.823 2.981 -0.019
H 0.67155 -1.42651 4.24784 -0.059 -0.089 0.054 0.000
H 0.07387 -2.95901 4.39098 -0.858 -0.271 -0.325 0.000
H -2.17602 -2.64973 0.13763 -0.117 -0.306 0.456 0.000
```
Positions in Å, forces in eV/Å.


(6)
Density functional theory data (ωB97M-V/def2-TZVPD) for the molecule C7H7NO2S.

Values from the calculation:
- Orbital gap: 0.3189 Eh
- Lowest unoccupied orbital energy: -0.0290 hartree
- Net charge: 0
- SMILES string: O=[N+]([O-])[C@H](S)c1ccccc1

Geometry as XYZ:
```
18
Properties=species:S:1:pos:R:3:forces:R:3:mulliken_charge:R:1
O 0.00485 3.72445 1.02936 0.272 0.398 0.513 -0.630
N -0.76956 2.82907 0.75049 2.025 1.937 -0.348 1.103
O -1.77798 2.59352 1.29454 -2.758 -0.757 1.883 -0.527
C -0.37150 2.05963 -0.38043 -0.989 1.156 -4.091 -0.876
S -2.02930 2.34127 -1.69797 1.678 -0.675 1.249 -0.181
C 0.06825 0.72298 -0.06683 2.221 -2.620 -0.302 0.683
C 1.34601 0.18103 -0.59943 -1.908 1.786 1.221 -0.477
C 1.68612 -1.10528 -0.37388 -0.939 -2.311 0.475 -0.493
C 0.79214 -1.99865 0.30957 0.261 1.826 0.300 -0.318
C -0.29827 -1.46430 1.00108 0.879 0.003 -2.481 -0.780
C -0.65789 -0.11197 0.75517 0.115 -1.018 0.521 0.069
H 0.35828 2.68582 -0.95930 -0.679 -0.871 0.673 0.514
H -3.03482 1.72550 -1.02019 0.635 0.115 0.061 0.156
H 2.08551 0.84919 -1.00022 -0.095 0.314 -0.568 0.319
H 2.57907 -1.58344 -0.76002 0.165 0.510 -0.102 0.340
H 1.02722 -3.04933 0.31586 -0.046 -0.178 0.188 0.385
H -0.99685 -2.18143 1.37242 -0.401 0.058 0.896 0.325
H -1.54219 0.22716 1.25513 -0.434 0.327 -0.089 0.388
```
Positions in Å, forces in eV/Å.


(7)
Density functional theory data (ωB97M-V/def2-TZVPD) for the molecule C7H7NO3.

Values from the calculation:
- Orbital gap: 0.3167 Eh
- Lowest unoccupied orbital energy: -0.0238 hartree
- Net charge: 0
- SMILES string: COc1ccccc1[N+](=O)[O-]

Geometry as XYZ:
```
18
Properties=species:S:1:pos:R:3:forces:R:3:mulliken_charge:R:1
C -1.60054 -2.11926 0.03401 -0.134 -2.678 -0.783 -0.768
O -0.25037 -1.67320 -0.25173 -1.641 0.227 0.153 -0.319
C -0.07021 -0.34439 -0.14682 -3.453 -1.545 2.421 0.796
C -1.16390 0.52771 0.20592 -1.838 -8.245 -2.631 -0.411
C -0.90019 1.74984 0.07634 0.336 6.456 0.567 -0.411
C 0.36245 2.30650 0.02393 1.272 2.415 -0.653 -0.490
C 1.49409 1.49665 -0.01423 0.228 2.615 -0.972 -0.216
C 1.16650 0.16152 -0.06095 3.346 -0.387 0.041 0.034
N 2.27533 -0.73503 0.05886 4.525 -3.380 -0.444 0.856
O 3.51760 -0.28856 -0.07708 -4.924 -1.355 0.601 -0.590
O 2.04228 -1.96987 0.27080 1.388 3.969 -0.430 -0.517
H -1.58989 -3.23901 -0.47962 -0.091 2.669 2.043 0.235
H -1.85492 -2.08833 1.23244 0.575 -0.077 -3.264 0.285
H -2.32393 -1.58644 -0.64881 0.516 -0.407 1.224 0.354
H -2.24405 0.18440 0.01258 1.944 0.480 0.976 0.168
H -1.77674 2.34145 0.07209 -0.409 1.401 0.021 0.380
H 0.32277 3.42886 -0.09181 0.812 -1.390 0.251 0.273
H 2.59370 1.84717 -0.21593 -2.454 -0.767 0.877 0.341
```
Positions in Å, forces in eV/Å.


(8)
Density functional theory data (ωB97M-V/def2-TZVPD) for a cluster of 2 separate species, C7H7NO4 in total.

Values from the calculation:
- Orbital gap (alpha / beta): 0.2599 / 0.2598 Eh
- Lowest unoccupied orbital energy (alpha / beta): -0.0751 / -0.0751 hartree
- Net charge: 0
- SMILES string: O=C1C=CC=CC1=O.C=[N+]([O-])O

Geometry as XYZ:
```
19
Properties=species:S:1:pos:R:3:forces:R:3:mulliken_charge:R:1
O -1.51273 1.06881 1.86244 1.142 0.875 -0.079 -0.571
C -0.42371 0.85279 1.33970 -2.569 -2.944 1.281 0.551
C 0.21660 -0.44652 1.54758 1.879 -1.377 -0.947 -0.388
C 1.10547 -0.92633 0.64763 0.385 1.203 -0.476 -0.441
C 1.53564 -0.11657 -0.52335 1.834 -0.606 0.164 -0.377
C 1.24759 1.16387 -0.62337 -0.537 2.128 0.424 -0.262
C 0.10433 1.64415 0.22348 0.921 2.822 -1.626 0.479
O -0.41429 2.71817 -0.00898 0.122 -0.175 0.049 -0.505
H 0.02719 -1.19301 2.28768 -0.773 0.481 1.054 0.405
H 1.73169 -1.80453 0.83617 -0.829 -0.067 -0.119 0.381
H 2.36157 -0.44327 -1.15964 -0.285 -0.506 0.278 0.410
H 1.83542 1.98393 -1.17161 -1.292 -1.640 0.395 0.338
C -1.93081 -0.25711 -0.74435 -2.388 2.757 -1.229 -0.997
N -3.05928 -0.38467 -0.06679 3.249 0.760 -1.784 0.716
O -3.36035 -1.34199 0.57788 -1.662 -0.994 1.235 -0.627
O -3.82629 0.80810 -0.06975 1.120 0.840 2.509 -0.427
H -1.38561 -1.06182 -1.08755 0.902 -1.871 0.090 0.520
H -1.89211 0.66709 -1.33906 0.100 -0.533 0.464 0.388
H -3.33108 1.34675 0.67439 -1.319 -1.152 -1.682 0.408
```
Positions in Å, forces in eV/Å.


It is found that the maximum force values, taken in the order of the records, are 5.31, 1.19, 4.56, 5.98, 6.39, 4.36, 8.85, 4.11 eV/A.